[1]
{
  "formula": "C36H59N4O2PS2SiV",
  "method": "ωB97M-V with the def2-TZVPD basis set",
  "e_above_lowest_kj_mol": 276.0,
  "e_homo_ev": [0.3653, -0.9177],
  "charge": -2,
  "orbital_gap_ev": [3.74, 5.01],
  "spin_multiplicity": 4,
  "symbols": ["V", "C", "C", "C", "C", "C", "C", "C", "N", "C", "C", "C", "C", "C", "C", "C", "N", "C", "C", "C", "C", "H", "H", "H", "H", "H", "H", "H", "H", "H", "H", "H", "H", "H", "H", "H", "H", "H", "H", "H", "H", "H", "H", "H", "H", "C", "C", "C", "C", "C", "C", "N", "N", "Si", "C", "C", "C", "H", "H", "H", "H", "H", "H", "H", "H", "H", "H", "H", "H", "H", "H", "H", "C", "C", "O", "P", "S", "S", "O", "C", "C", "H", "H", "H", "H", "H", "H", "H", "H", "H", "H", "C", "C", "C", "C", "C", "H", "H", "H", "H", "H", "H", "H", "H", "H", "H"],
  "positions_angstrom": [[-0.5744, 0.5874, 0.8979], [2.5236, -5.3762, -1.7473], [1.7219, -4.3608, -2.5840], [2.5727, -3.8971, -3.7979], [0.4783, -5.1773, -3.1357], [1.2326, -3.1958, -1.7230], [0.6797, -3.4939, -0.4570], [0.3012, -2.4540, 0.3059], [0.5436, -1.1703, -0.0040], [1.1622, -0.8803, -1.1642], [1.5466, -1.8967, -2.0224], [1.4176, 0.5421, -1.3431], [2.0649, 0.9846, -2.5228], [2.2010, 2.3484, -2.7137], [1.7341, 3.2400, -1.7066], [1.0604, 2.7127, -0.6127], [0.9094, 1.4383, -0.4097], [2.9757, 2.9493, -3.9245], [3.7352, 1.8535, -4.7015], [1.9516, 3.7802, -4.7867], [4.0285, 3.9379, -3.3759], [2.9266, -6.1396, -2.5059], [1.8043, -5.9523, -1.1143], [3.3393, -4.8582, -1.1385], [2.9473, -4.9218, -4.1743], [3.4383, -3.1983, -3.5570], [1.7538, -3.3374, -4.3775], [0.8296, -6.0446, -3.6957], [-0.1849, -4.6645, -3.7763], [-0.0327, -5.6442, -2.1880], [0.4317, -4.4882, -0.1235], [-0.1247, -2.5352, 1.2922], [2.2154, -1.7135, -2.9163], [2.4851, 0.2469, -3.2518], [1.8929, 4.3328, -1.7796], [0.6082, 3.3746, 0.1413], [3.0670, 0.9637, -4.9813], [4.7038, 1.5207, -4.1999], [4.0836, 2.3307, -5.7088], [1.2091, 3.1715, -5.4533], [2.5169, 4.4471, -5.5318], [1.4134, 4.4899, -4.1811], [4.7519, 3.3011, -2.7910], [3.6715, 4.6737, -2.5921], [4.4772, 4.5478, -4.2004], [-1.4616, 0.3471, -3.0098], [-2.2653, -0.4057, -2.0049], [-3.1716, -1.3694, -2.4924], [-3.7764, -2.2203, -1.5587], [-3.5273, -2.0222, -0.2119], [-2.5800, -1.0845, 0.2662], [-1.9578, -0.2817, -0.6654], [-2.2140, -0.8606, 1.5308], [-2.7331, -1.3950, 3.0165], [-2.5789, -0.1384, 4.3797], [-4.5944, -1.8446, 3.1076], [-1.6860, -2.9085, 3.5052], [-0.4767, -0.2032, -3.0597], [-1.1315, 1.3838, -2.8266], [-1.9035, 0.1981, -3.9897], [-3.4514, -1.4140, -3.5447], [-4.5232, -2.9524, -1.9124], [-4.0831, -2.5713, 0.5843], [-3.4231, 0.5810, 4.3471], [-1.6769, 0.3996, 4.5028], [-2.8258, -0.7137, 5.2778], [-5.1738, -1.0261, 2.5957], [-4.8878, -1.8882, 4.1738], [-4.8873, -2.7848, 2.6238], [-0.6118, -2.7444, 3.1486], [-2.1025, -3.8293, 3.1980], [-1.7102, -3.0462, 4.6071], [3.7901, 2.5655, 4.2018], [2.8798, 1.9863, 3.1365], [2.9771, 0.5804, 3.1817], [1.5045, -0.2222, 2.9998], [2.0972, -2.1371, 3.0442], [-0.8314, 2.6433, 2.1572], [0.7009, 0.2338, 4.4027], [1.1680, -0.2167, 5.7078], [0.4323, -1.4829, 6.1464], [3.6899, 3.6128, 4.2965], [4.7841, 2.3066, 3.9626], [3.5459, 2.1712, 5.1536], [3.2895, 2.4312, 2.1909], [1.8611, 2.2802, 3.3392], [1.0806, 0.6090, 6.4088], [2.2655, -0.4170, 5.6293], [-0.6490, -1.1782, 6.3308], [0.8677, -1.9616, 6.9998], [0.4071, -2.2330, 5.3344], [-2.1833, 3.7176, -0.5744], [-3.0229, 2.9902, 0.4278], [-3.7909, 4.0700, 1.2736], [-4.0227, 2.1361, -0.3496], [-2.2328, 2.0857, 1.2844], [-2.8434, 4.4832, -1.0427], [-1.9099, 2.9737, -1.3404], [-1.3541, 4.2549, -0.1004], [-4.2428, 4.7827, 0.5984], [-3.1448, 4.6554, 1.9362], [-4.5693, 3.5625, 1.8678], [-4.5132, 2.7002, -1.1211], [-4.7596, 1.5523, 0.2300], [-3.4248, 1.3928, -0.8950], [-2.9227, 1.4916, 1.9265]],
  "atomic_forces_ev_per_a": [[-0.3, -0.1, 0.3], [0.3, -0.5, -0.3], [-0.4, -0.1, -0.2], [-0.8, -0.5, 0.2], [1.0, -1.4, 2.8], [1.1, -0.9, 0.3], [-0.6, -0.7, -1.2], [0.2, 2.1, 1.3], [-1.1, -0.5, 0.4], [0.3, 2.7, 1.2], [1.2, -0.9, -2.0], [-0.1, -1.5, -0.7], [0.4, 0.7, -0.4], [1.0, -0.1, -0.4], [-0.1, 0.5, -0.2], [0.4, 1.7, -0.2], [-0.4, -1.7, -0.1], [-1.0, 0.2, 0.7], [0.4, 0.2, -2.1], [0.6, -0.5, -2.4], [0.4, 0.3, 1.1], [-0.1, 1.0, 1.3], [0.9, 0.6, -0.1], [-1.1, -1.0, -0.8], [-0.5, 2.0, -0.4], [-1.1, -1.1, -0.2], [1.8, -0.9, -0.2], [0.3, -0.1, -0.1], [-0.9, 1.0, -0.3], [0.4, 1.1, -1.9], [0.1, -0.2, -0.1], [-0.2, -0.5, -0.1], [-1.2, 0.0, 1.2], [-0.6, 0.9, 0.9], [-0.3, -0.9, 0.0], [0.3, -0.4, -0.3], [1.1, 1.3, 0.4], [-1.5, 0.3, -0.4], [-0.6, -0.8, 1.5], [1.3, 0.8, 1.5], [-0.5, -1.0, 0.8], [-0.4, -0.1, 0.4], [-0.2, 0.8, -0.8], [0.0, -0.8, -1.1], [0.0, -0.7, 0.6], [1.8, -0.5, -0.1], [0.1, -0.7, 1.5], [0.3, 0.5, 0.6], [-0.4, 0.5, 0.4], [-1.0, -1.2, 0.7], [0.2, 0.8, -0.3], [-0.4, -0.4, -1.6], [0.5, 0.5, -1.9], [0.0, -1.0, 0.9], [-1.9, 0.0, 0.2], [-0.3, 0.5, -0.3], [0.9, 1.3, 0.9], [-0.8, 0.5, 0.0], [-0.7, -0.3, 0.2], [-0.2, 0.4, -0.2], [0.3, 0.0, 0.2], [0.4, 0.3, 0.4], [0.5, 0.2, -0.9], [0.4, -0.1, -0.3], [1.0, 0.4, 0.0], [0.3, -0.1, 0.2], [0.4, -0.6, 0.6], [0.0, 0.0, -0.4], [0.1, 0.1, 0.1], [-1.4, -0.5, 0.7], [-0.3, -1.1, -1.1], [0.4, 0.4, -0.3], [-0.8, -0.6, -0.2], [0.9, 0.8, 0.0], [-0.2, -0.2, -0.1], [-0.6, 0.2, -0.7], [0.1, 0.1, 0.4], [0.2, -0.1, 0.3], [0.7, -0.5, 1.0], [1.3, -0.6, -1.2], [-1.8, 0.8, -1.0], [-0.1, 1.4, -0.2], [1.4, -0.2, -0.1], [-0.2, -0.7, 1.1], [-0.9, -0.7, 0.2], [-0.4, 0.4, -0.4], [-0.4, 0.2, 0.1], [-0.7, 0.0, 0.0], [1.2, -0.6, 0.1], [0.3, -0.1, 0.8], [0.2, 0.6, 0.3], [-0.5, 0.7, -0.9], [-1.1, 0.9, 0.4], [0.1, -0.9, 0.1], [0.4, -0.9, -0.3], [0.4, -1.6, 1.3], [0.5, -0.3, -0.1], [0.6, 0.6, 0.2], [0.0, -0.4, -0.3], [-0.5, 0.2, -0.3], [0.2, -0.4, 0.0], [0.2, 0.3, -0.1], [-0.6, 0.6, -0.3], [0.3, 0.5, 0.1], [-0.3, 0.2, 0.2], [0.4, 0.4, -0.3]]
}


[2]
{
  "formula": "C36H60FN2O14",
  "method": "ωB97M-V with the def2-TZVPD basis set",
  "e_homo_ev": -11.5153,
  "charge": 1,
  "orbital_gap_ev": 7.15,
  "symbols": ["C", "C", "C", "C", "C", "C", "C", "C", "C", "C", "C", "C", "C", "C", "C", "C", "C", "C", "C", "C", "O", "N", "C", "O", "F", "C", "C", "N", "C", "H", "H", "H", "H", "H", "H", "H", "H", "H", "H", "H", "H", "H", "H", "H", "H", "H", "H", "H", "H", "H", "H", "H", "H", "H", "H", "H", "H", "H", "H", "H", "H", "H", "H", "H", "H", "H", "H", "H", "H", "H", "H", "H", "H", "C", "C", "O", "C", "O", "O", "H", "H", "H", "H", "C", "C", "O", "C", "O", "O", "H", "H", "H", "H", "C", "C", "O", "C", "O", "O", "H", "H", "H", "H", "C", "C", "O", "C", "O", "O", "H", "H", "H", "H"],
  "positions_angstrom": [[7.2709, -3.4873, -0.1591], [7.1397, -3.2549, -1.7019], [5.7985, -2.5605, -2.0798], [4.5775, -3.5141, -2.1981], [4.0284, -4.0348, -0.8382], [2.5376, -3.6266, -0.5778], [1.5260, -4.4520, -1.4052], [0.1318, -4.5116, -0.6972], [-0.8233, -3.2925, -0.9458], [-2.2969, -3.8086, -0.8087], [-3.2624, -2.7646, -1.5090], [-3.0806, -1.2871, -1.0127], [-2.6851, -0.3656, -2.2209], [-2.3109, 1.0596, -1.7453], [-0.8129, 1.1507, -1.2945], [0.0867, 1.0599, -2.5609], [1.2661, 0.0682, -2.3339], [2.6531, 0.7361, -2.2062], [2.7996, 1.7828, -1.0729], [2.7176, 1.2188, 0.3685], [2.2073, 0.1986, 0.5807], [3.3108, 1.9898, 1.4644], [3.8493, 1.1536, 2.4599], [3.6925, 1.3795, 3.5684], [4.5368, 0.0927, 2.0733], [2.0785, 3.1652, -1.1834], [2.7633, 3.7497, -2.4241], [3.9516, 3.3021, -2.3932], [4.2629, 2.3672, -1.2512], [8.3196, -3.3715, 0.1590], [6.6722, -2.7579, 0.4063], [6.9489, -4.5227, 0.0331], [7.2096, -4.1843, -2.2857], [7.9495, -2.5723, -2.0143], [5.6045, -1.7759, -1.3175], [5.9003, -2.0458, -3.0577], [3.7689, -2.9686, -2.7260], [4.8745, -4.3397, -2.8662], [4.1015, -5.1348, -0.8324], [4.5949, -3.6196, 0.0116], [2.3181, -3.7884, 0.4917], [2.4833, -2.5423, -0.7544], [1.4228, -4.0785, -2.4422], [1.8560, -5.5038, -1.4993], [-0.3822, -5.4292, -1.0222], [0.3180, -4.5473, 0.3907], [-0.6522, -2.7495, -1.8909], [-0.6734, -2.5728, -0.1187], [-2.4566, -4.8090, -1.2397], [-2.5183, -3.8602, 0.2699], [-4.2995, -3.0346, -1.2400], [-3.2036, -2.8136, -2.6091], [-2.3695, -1.1843, -0.1784], [-4.0496, -0.9129, -0.6379], [-3.5680, -0.3486, -2.8788], [-1.8463, -0.8430, -2.7568], [-2.9123, 1.3284, -0.8581], [-2.4606, 1.8360, -2.5367], [-0.7287, 2.1099, -0.7487], [-0.6569, 0.3324, -0.5724], [-0.5181, 0.6577, -3.3884], [0.4246, 2.0599, -2.8968], [1.0186, -0.6095, -1.5078], [1.3133, -0.5793, -3.2322], [3.3671, -0.0699, -1.9635], [2.9833, 1.1174, -3.1880], [2.6002, 2.5892, 1.8788], [0.9871, 3.1815, -1.1034], [2.4786, 3.8004, -0.3621], [2.3146, 4.4078, -3.1705], [4.6043, 3.5906, -3.1224], [4.9616, 1.6563, -1.7120], [4.6391, 3.0005, -0.4340], [-1.5106, 6.0861, -2.7923], [-2.0995, 5.7256, -1.4549], [-3.2748, 4.9961, -1.8108], [-3.0807, 4.4969, -3.0581], [-3.7949, 3.7058, -3.5847], [-1.9589, 5.0196, -3.6274], [-0.4229, 6.1330, -2.7731], [-1.8985, 7.0301, -3.1810], [-1.4441, 5.0740, -0.8712], [-2.3495, 6.5988, -0.8587], [-3.8918, -5.6265, 4.2456], [-2.9879, -4.4253, 4.2793], [-3.2989, -3.7563, 3.0529], [-4.5570, -4.1439, 2.6915], [-5.1855, -3.6529, 1.8107], [-4.9968, -5.1630, 3.4677], [-4.2183, -5.9340, 5.2383], [-3.4345, -6.4796, 3.7382], [-3.2135, -3.7552, 5.1131], [-1.9340, -4.6942, 4.3169], [-1.3392, 9.9905, 0.3410], [0.0289, 10.5528, 0.6289], [0.7963, 9.3777, 0.9114], [0.1835, 8.3345, 0.3098], [0.6517, 7.2416, 0.2056], [-1.0362, 8.6872, -0.1673], [-1.8901, 10.5761, -0.3916], [-1.9484, 9.8850, 1.2405], [0.4651, 11.0591, -0.2344], [0.0337, 11.2336, 1.4769], [-7.6297, -2.8664, 6.6344], [-6.2540, -2.3265, 6.9295], [-5.5124, -3.5099, 7.2307], [-6.1458, -4.5524, 6.6302], [-5.6975, -5.6514, 6.5439], [-7.3512, -4.1767, 6.1411], [-8.1624, -2.2771, 5.8911], [-8.2485, -2.9509, 7.5303], [-5.8016, -1.8367, 6.0640], [-6.2438, -1.6370, 7.7712]],
  "atomic_forces_ev_per_a": [[0.3, -0.4, -0.9], [-0.4, 1.0, 0.4], [-0.1, -0.1, -0.2], [0.2, 0.5, 0.2], [-0.6, 0.2, -0.1], [0.9, -0.7, -0.3], [-0.6, 0.0, 0.4], [0.4, 0.9, -0.7], [-0.2, -1.2, 0.9], [-0.1, 1.9, -0.8], [-0.4, -0.4, 1.5], [-0.2, 0.1, -1.0], [-0.2, 0.0, 1.1], [0.5, 0.3, 0.0], [-1.3, 0.2, -0.7], [0.1, -0.6, 0.7], [-0.1, 0.3, -1.2], [-0.8, -1.0, 0.9], [2.2, 1.1, 0.7], [0.6, 2.2, -1.1], [-1.2, -2.9, 0.5], [0.2, -0.9, -1.6], [-0.5, 0.0, -2.1], [-0.3, 0.9, 4.5], [0.2, 0.1, -1.2], [-0.2, 0.2, -0.3], [-1.3, -0.8, 1.8], [0.6, 1.0, -1.1], [-0.6, 0.2, -1.7], [-0.4, -0.2, -0.1], [0.1, -0.4, -0.1], [0.0, 0.5, 0.5], [0.2, 0.2, 0.3], [-0.2, -0.4, 0.0], [-0.1, -0.3, -0.3], [0.1, -0.2, 0.4], [0.3, -0.2, 0.2], [-0.2, 0.2, 0.3], [0.0, 0.4, 0.3], [0.1, -0.3, -0.4], [0.1, 0.1, -0.3], [-0.3, -0.1, 0.0], [0.0, -0.1, 0.4], [0.2, 0.5, 0.1], [0.2, 0.3, 0.2], [-0.2, -0.4, -0.4], [0.0, -0.5, 0.1], [0.1, -0.1, -0.5], [0.2, 0.4, 0.0], [-0.2, -0.1, -0.4], [0.4, -0.1, -0.3], [0.3, 0.0, 0.4], [-0.1, -0.2, -0.3], [0.4, -0.2, 0.0], [0.5, 0.1, 0.0], [-0.3, 0.2, 0.0], [-0.1, -0.1, -0.5], [-0.1, -0.7, 0.6], [0.3, -0.3, -0.1], [0.4, 0.3, -0.3], [0.1, 0.3, 0.3], [-0.1, -0.4, 0.1], [0.3, 0.3, -0.1], [0.2, 0.2, 0.4], [-0.1, 0.3, 0.0], [-0.3, 0.2, 0.5], [0.4, 0.1, 0.2], [0.4, 0.0, -0.4], [-0.3, -0.2, -0.2], [0.5, -0.1, 0.1], [0.2, -0.3, 0.4], [0.1, 0.1, 0.9], [0.0, -0.6, -0.1], [0.2, 0.3, -0.1], [0.0, 0.2, 0.5], [0.3, 0.0, -0.4], [-0.6, -0.4, -0.2], [0.3, 0.2, 0.1], [-0.1, -0.1, 0.2], [0.0, -0.1, -0.1], [0.0, 0.0, 0.0], [0.0, 0.0, 0.0], [-0.1, -0.1, 0.0], [0.2, -0.6, 0.4], [0.3, 0.1, 0.3], [-0.4, -0.2, -0.1], [-0.1, -0.1, -0.1], [0.1, 0.1, 0.0], [0.2, 0.4, -0.1], [-0.1, 0.1, -0.3], [0.0, 0.1, -0.1], [0.0, 0.0, 0.0], [0.0, 0.1, -0.2], [-0.4, 0.3, 0.1], [0.1, 0.5, 0.1], [-0.3, -0.3, -0.2], [0.1, 0.0, 0.1], [-0.1, 0.0, -0.1], [0.3, -0.1, 0.1], [0.0, -0.2, -0.1], [0.1, 0.0, 0.0], [0.0, -0.1, 0.0], [0.1, -0.2, 0.1], [-0.4, 0.3, 0.0], [0.1, 0.4, 0.1], [-0.2, -0.2, -0.2], [-0.2, -0.2, 0.0], [-0.2, 0.2, 0.3], [0.4, 0.0, 0.2], [0.0, -0.2, -0.1], [0.1, 0.0, 0.0], [0.0, -0.1, 0.0], [0.1, -0.2, 0.1]]
}